Molecular formula: C27H49N7O8PS3
Method: DFT, wB97M-V/def2-TZVPD

Last column: Mulliken charge in e.
Cartesian coordinates (Å):
C: -1.588 1.025 -6.074  -1.081
C: -1.255 2.510 -5.994  -0.364
O: -0.670 2.879 -4.758  -0.159
C: 0.688 2.541 -4.669  -0.625
C: 1.280 3.259 -3.477  -0.669
O: 0.382 3.185 -2.335  0.090
C: 0.475 4.235 -1.517  -0.120
C: -0.255 5.405 -1.796  0.591
N: -1.078 5.486 -2.940  -0.597
C: -2.079 4.785 -2.936  0.606
S: -3.286 3.836 -2.951  -0.328
C: -0.170 6.469 -0.919  -0.712
C: 0.651 6.346 0.200  -0.605
C: 1.372 5.190 0.449  0.213
P: 2.447 5.161 1.931  0.656
N: 2.419 3.824 2.696  -0.574
O: 1.913 6.399 2.751  -0.580
O: 3.904 5.498 1.386  -0.490
N: 1.256 4.146 -0.421  0.366
C: 1.956 2.853 -0.181  -1.528
C: 1.117 1.982 0.759  -0.328
C: 0.034 1.159 0.031  0.266
S: 0.224 -0.587 0.527  0.050
C: -0.819 -1.416 -0.706  0.348
S: -2.423 -1.306 -0.494  -0.242
N: -0.289 -2.089 -1.801  0.115
C: 0.989 -1.565 -2.294  0.320
C: 2.207 -2.266 -1.749  -0.537
O: 2.132 -3.623 -2.149  -0.475
C: 1.072 -4.205 -1.407  -0.113
C: -0.291 -3.584 -1.676  -0.753
H: -0.736 0.407 -5.802  0.288
H: -2.419 0.796 -5.414  0.279
H: -1.850 0.768 -7.097  0.399
H: -0.617 2.791 -6.835  0.334
H: -2.189 3.053 -6.108  0.335
H: 1.214 2.900 -5.557  0.418
H: 0.812 1.461 -4.573  0.291
H: 2.234 2.794 -3.226  0.335
H: 1.464 4.302 -3.728  0.459
H: -0.728 7.376 -1.083  0.554
H: 0.719 7.178 0.879  0.609
H: 2.068 3.872 3.642  0.244
H: 1.543 6.091 3.588  0.370
H: 4.016 5.201 0.475  0.416
H: 2.900 3.064 0.312  0.785
H: 2.165 2.353 -1.114  0.131
H: 0.618 2.639 1.461  0.015
H: 1.786 1.328 1.308  0.788
H: 0.164 1.193 -1.044  -0.375
H: -0.967 1.480 0.302  -0.066
H: 1.055 -0.504 -2.054  -0.595
H: 1.016 -1.612 -3.381  0.301
H: 2.256 -2.243 -0.658  0.264
H: 3.125 -1.817 -2.122  0.408
H: 1.319 -4.198 -0.347  0.006
H: 1.016 -5.251 -1.700  0.391
H: -0.916 -3.828 -0.822  0.389
H: -0.776 -3.998 -2.555  0.326
C: -1.584 3.991 2.609  0.109
O: -0.907 4.787 3.243  -0.632
N: -2.292 2.990 3.138  0.144
C: -3.074 2.077 2.318  -0.983
C: -2.278 2.810 4.583  -1.008
H: -1.662 4.037 1.506  0.346
H: -4.125 2.128 2.604  0.418
H: -2.719 1.054 2.454  0.370
H: -2.983 2.344 1.267  0.274
H: -2.657 3.707 5.073  0.310
H: -1.258 2.639 4.926  0.311
H: -2.899 1.960 4.850  0.412
C: 0.582 -3.468 2.395  0.323
O: 0.080 -4.278 1.631  -0.565
N: 1.435 -3.772 3.383  0.099
C: 1.997 -2.756 4.252  -0.924
C: 1.805 -5.165 3.585  -0.891
H: 0.359 -2.394 2.322  0.142
H: 3.085 -2.755 4.172  0.353
H: 1.719 -2.956 5.288  0.371
H: 1.621 -1.774 3.970  0.234
H: 2.274 -5.561 2.684  0.273
H: 0.916 -5.759 3.795  0.245
H: 2.498 -5.241 4.418  0.397
C: -2.795 -8.963 0.972  0.106
O: -3.936 -8.833 0.580  -0.576
N: -1.959 -7.941 1.248  0.126
C: -0.605 -8.155 1.712  -0.698
C: -2.440 -6.581 1.073  -0.690
H: -2.337 -9.954 1.136  0.264
H: -0.469 -7.696 2.694  0.231
H: 0.107 -7.708 1.015  0.230
H: -0.401 -9.221 1.791  0.317
H: -3.310 -6.412 1.708  0.331
H: -2.740 -6.428 0.035  0.302
H: -1.654 -5.877 1.334  0.087

The multiplicity is 1. The calculation puts the HOMO-LUMO gap at 6.16 eV. The calculation puts the LUMO energy at -4.0944 eV. Its net charge is +1. For the strongest force on any atom, the calculation gives 2.4 eV/A.



Molecular formula: C27H49NO21
Method: DFT, wB97M-V/def2-TZVPD

Last column: Mulliken charge in e.
Cartesian coordinates (Å):
C: 1.064 0.149 -3.177  -1.220
C: 1.351 0.115 -1.613  0.974
C: 2.334 1.274 -1.232  -0.649
O: 1.618 2.049 -0.322  -0.363
C: 0.335 1.570 -0.144  0.105
O: -0.562 2.089 0.471  -0.453
O: 0.210 0.540 -0.867  0.037
H: 0.554 -0.835 -3.373  0.040
H: 2.070 0.202 -3.678  0.452
H: 0.343 0.988 -3.348  0.367
H: 1.686 -0.876 -1.137  0.004
H: 2.758 1.880 -2.032  0.304
H: 3.111 0.846 -0.728  0.294
C: -0.011 -1.362 2.068  -0.955
C: -0.812 -0.608 3.117  0.281
C: -0.222 0.627 3.947  -0.175
O: -1.259 1.525 4.064  -0.319
C: -2.284 1.224 3.238  0.650
O: -3.209 1.969 2.942  -0.624
O: -1.999 0.109 2.655  -0.354
H: 0.906 -1.776 2.468  0.235
H: 0.148 -0.947 1.055  -0.053
H: -0.549 -2.233 1.935  0.435
H: -1.083 -1.318 3.904  0.365
H: 0.661 0.853 3.304  0.116
H: 0.162 0.212 4.908  0.337
C: -1.205 -2.247 -0.980  -1.171
O: -1.971 -3.400 -0.526  -0.456
C: -1.228 -4.530 -0.179  0.680
O: 0.204 -4.503 -0.110  -0.533
O: -1.865 -5.692 0.187  -0.350
C: -1.172 -6.680 0.893  -0.596
H: -0.177 -2.270 -1.062  0.313
H: -1.442 -1.466 -0.347  0.993
H: -1.454 -1.875 -1.997  0.409
H: -0.463 -7.118 0.161  0.261
H: -1.790 -7.453 1.359  0.241
H: -0.726 -6.260 1.767  0.289
C: 4.656 -2.730 -0.688  -0.249
O: 5.098 -1.969 0.433  -0.360
C: 4.322 -1.340 1.289  0.500
O: 2.945 -1.156 1.084  -0.186
O: 4.953 -1.029 2.411  -0.322
C: 4.215 -0.764 3.518  -0.484
H: 4.632 -3.848 -0.498  0.274
H: 5.556 -2.586 -1.413  0.300
H: 3.736 -2.392 -1.170  -0.069
H: 3.513 -1.578 3.677  0.342
H: 3.441 -0.004 3.440  0.133
H: 4.880 -0.496 4.356  0.254
C: -6.132 7.357 0.165  -0.711
O: -5.783 6.139 -0.426  -0.304
C: -4.550 5.626 -0.009  0.628
O: -3.975 6.131 1.124  -0.617
O: -4.056 4.604 -0.661  -0.266
C: -2.888 3.966 -0.137  -0.409
H: -6.566 7.273 1.183  0.282
H: -6.990 7.829 -0.318  0.275
H: -5.395 8.061 0.300  0.345
H: -2.040 4.567 0.355  0.292
H: -2.557 3.418 -0.973  0.127
H: -3.315 3.255 0.567  0.348
C: 0.748 3.818 2.928  -0.584
O: 0.900 3.738 4.359  -0.312
C: 2.076 3.230 4.907  0.929
O: 2.788 2.378 4.151  -0.642
O: 2.303 3.617 6.148  -0.345
C: 3.100 2.795 6.954  -0.649
H: -0.266 3.605 2.598  0.092
H: 1.467 3.250 2.301  0.285
H: 0.936 4.876 2.652  0.402
H: 3.615 3.337 7.731  0.239
H: 3.788 2.234 6.326  0.312
H: 2.386 2.152 7.459  0.279
C: -1.317 -0.163 -6.229  -0.622
O: -2.024 -0.472 -4.990  -0.290
C: -2.313 0.468 -4.043  0.760
O: -1.746 1.816 -4.109  -0.642
O: -3.005 0.010 -2.946  -0.210
C: -3.488 0.962 -1.945  -0.285
H: -0.791 -1.072 -6.589  0.224
H: -0.532 0.624 -6.061  0.311
H: -2.098 0.161 -6.962  0.295
H: -2.591 1.183 -1.343  -0.182
H: -4.369 0.625 -1.293  0.268
H: -3.724 1.886 -2.491  0.407
C: -0.078 -4.018 -4.662  -1.200
C: 0.489 -4.399 -3.299  0.196
C: 1.708 -3.666 -2.965  0.745
C: 2.909 -4.122 -3.709  -0.067
N: 3.872 -4.368 -4.298  -0.573
H: -0.526 -4.880 -5.209  0.343
H: 0.701 -3.575 -5.336  0.312
H: -0.725 -3.178 -4.548  0.241
H: 0.696 -5.475 -3.232  0.517
H: -0.306 -4.123 -2.573  -0.354
H: 1.924 -3.806 -1.905  0.114
H: 1.751 -2.553 -2.977  -0.349

The multiplicity is 1. Its structure (SMILES) is C[C@H]1COC(=O)O1.C[C@H]1COC(=O)O1.COC(=O)OC.COC(=O)OC.COC(=O)OC.COC(=O)OC.COC(=O)OC.CCCC#N. The calculation puts the HOMO-LUMO gap at 10.07 eV. The calculation puts the LUMO energy at 0.3573 eV. Its net charge is 0. For the strongest force on any atom, the calculation gives 9.0 eV/A. The energy above the lowest of the compared OMol25 structures with the same formula, charge and spin comes out at 301.5 kJ/mol.



Question: net charge of number 1 (C27H49N7O8PS3)?
Answer: +1



Question: strongest force on any atom of number 2 (C27H49NO21)?
Answer: 9.0 eV/A



Question: Among the records above, which one has the lowest HOMO-LUMO gap?
Answer: C27H49N7O8PS3



Question: Look up the HOMO-LUMO gap of the second one.
Answer: 10.07 eV